C36H99N9O9 | ωB97M-V with the def2-TZVPD basis set

Structure (XYZ):
```
153
Properties=species:S:1:pos:R:3
C 11.044 4.314 -9.150
C 11.943 4.669 -10.382
C 13.502 4.765 -10.181
O 13.934 5.324 -11.463
C 15.258 5.763 -11.286
N 11.519 3.807 -11.415
H 9.990 4.153 -9.379
H 11.108 5.081 -8.379
H 11.393 3.461 -8.568
H 11.674 5.690 -10.654
H 13.943 3.775 -10.060
H 13.711 5.453 -9.362
H 15.771 6.169 -12.158
H 15.873 4.913 -10.989
H 15.264 6.630 -10.625
H 12.007 4.087 -12.253
H 10.546 4.019 -11.586
C 0.944 4.297 -4.679
C 0.905 5.607 -3.814
C 1.893 6.600 -4.340
O 3.205 6.335 -3.917
C 4.144 7.295 -4.352
N -0.458 5.975 -3.813
H 0.395 3.433 -4.304
H 1.955 3.923 -4.841
H 0.626 4.585 -5.681
H 1.156 5.376 -2.779
H 1.651 7.547 -3.859
H 1.821 6.667 -5.425
H 4.225 7.420 -5.432
H 5.144 7.043 -4.000
H 3.881 8.303 -4.031
H -0.678 6.788 -3.257
H -0.927 5.199 -3.368
C 14.943 -0.168 -3.496
C 13.758 0.676 -3.231
C 12.994 0.959 -4.489
O 12.036 1.976 -4.368
C 11.235 1.998 -5.528
N 13.006 -0.022 -2.203
H 15.390 -0.577 -2.590
H 15.685 0.329 -4.120
H 14.764 -1.050 -4.110
H 14.042 1.660 -2.857
H 12.573 0.029 -4.872
H 13.728 1.366 -5.184
H 10.808 0.998 -5.599
H 11.790 2.096 -6.462
H 10.496 2.798 -5.492
H 12.616 -0.788 -2.733
H 12.171 0.541 -2.128
C 1.184 3.175 -10.108
C 1.047 4.328 -9.107
C 1.419 5.771 -9.531
O 2.770 5.968 -9.965
C 3.866 5.695 -9.100
N -0.307 4.222 -8.637
H 0.476 3.336 -10.921
H 1.088 2.171 -9.696
H 2.169 3.157 -10.575
H 1.655 4.022 -8.256
H 1.276 6.402 -8.654
H 0.823 6.051 -10.399
H 3.803 6.231 -8.153
H 4.801 6.017 -9.557
H 3.852 4.610 -8.991
H -0.614 4.949 -8.008
H -0.588 3.294 -8.354
C 7.661 9.079 -10.674
C 8.997 8.352 -10.456
C 9.885 8.841 -9.277
O 11.095 8.205 -9.522
C 12.099 8.094 -8.461
N 8.682 6.934 -10.285
H 7.795 10.144 -10.861
H 7.022 9.096 -9.791
H 7.012 8.616 -11.417
H 9.617 8.363 -11.352
H 9.491 8.539 -8.307
H 9.947 9.929 -9.282
H 13.030 7.666 -8.833
H 11.595 7.558 -7.657
H 12.316 9.076 -8.040
H 8.249 6.586 -11.129
H 9.584 6.483 -10.240
C 6.217 11.835 -3.203
C 6.029 12.677 -1.930
C 5.988 11.891 -0.605
O 7.271 11.388 -0.142
C 7.851 12.119 0.881
N 6.936 13.754 -1.780
H 5.426 11.088 -3.278
H 7.202 11.379 -3.297
H 6.123 12.480 -4.077
H 5.093 13.230 -1.857
H 5.392 10.991 -0.752
H 5.427 12.412 0.172
H 7.133 12.433 1.639
H 8.254 13.077 0.555
H 8.650 11.656 1.461
H 7.749 13.195 -1.563
H 7.200 14.104 -2.690
C 8.677 6.073 -2.625
C 9.338 6.853 -1.469
C 9.741 8.292 -1.780
O 10.447 8.889 -0.695
C 10.809 10.209 -0.861
N 8.466 6.836 -0.356
H 7.657 6.440 -2.736
H 8.630 5.002 -2.425
H 9.166 6.184 -3.593
H 10.254 6.331 -1.193
H 8.758 8.716 -1.985
H 10.324 8.524 -2.671
H 11.572 10.489 -0.135
H 9.915 10.832 -0.890
H 11.258 10.336 -1.845
H 8.844 7.624 0.152
H 8.745 6.055 0.220
C 6.981 4.711 -6.177
C 7.012 5.774 -7.265
C 7.631 7.056 -6.700
O 6.959 7.573 -5.493
C 7.448 8.795 -4.966
N 7.734 5.207 -8.396
H 7.968 4.257 -6.088
H 6.264 3.902 -6.315
H 6.666 5.225 -5.269
H 5.979 5.971 -7.552
H 7.622 7.863 -7.432
H 8.690 6.904 -6.493
H 6.979 8.859 -3.985
H 7.276 9.627 -5.650
H 8.516 8.867 -4.759
H 7.908 5.966 -9.039
H 8.670 4.962 -8.105
C 8.263 2.120 -10.718
C 6.895 2.691 -11.151
C 5.750 2.358 -10.262
O 5.559 0.943 -10.218
C 4.481 0.444 -9.425
N 7.109 4.096 -11.138
H 9.112 2.359 -11.359
H 8.372 1.054 -10.517
H 8.441 2.515 -9.718
H 6.656 2.402 -12.174
H 4.896 2.960 -10.573
H 5.878 2.663 -9.224
H 3.556 0.830 -9.853
H 4.474 0.738 -8.375
H 4.396 -0.642 -9.433
H 6.253 4.531 -11.451
H 7.180 4.380 -10.172
```

Output
HOMO = -8.7668 eV
Spin multiplicity = 1
Kohn-Sham gap = 9.07 eV
DFT total energy = -70767.673 eV
LUMO energy = 0.304 eV